{
  "formula": "C5H12S",
  "method": "the ωB97M-V functional and the def2-TZVPD basis",
  "de_lowest_kj_mol": 342.82,
  "molar_mass_g_mol": 104.22,
  "homo_lumo_gap_ev": [8.256, 8.255],
  "multiplicity": 1,
  "species": ["C", "C", "C", "C", "C", "S", "H", "H", "H", "H", "H", "H", "H", "H", "H", "H", "H", "H"],
  "positions_angstrom": [[1.519, 0.749, 0.446], [-0.405, -1.931, 0.604], [-0.607, 0.244, -1.721], [0.052, 1.037, 0.742], [-0.808, 0.280, -0.237], [-2.515, 0.631, 0.061], [2.102, 0.982, 1.307], [1.883, 1.507, -0.361], [1.574, -0.234, 0.205], [-0.663, -2.615, -0.185], [0.621, -1.644, 0.792], [-1.070, -2.031, 1.410], [-0.304, 1.161, -2.118], [0.368, -0.325, -1.908], [-1.451, -0.182, -2.252], [-0.258, 2.093, 0.557], [-0.167, 0.513, 1.665], [-2.662, 0.829, 1.387]]
}

***

{
  "formula": "C5H12S2",
  "method": "the ωB97M-V functional and the def2-TZVPD basis",
  "de_lowest_kj_mol": 122.03,
  "molar_mass_g_mol": 136.29,
  "smiles": "CCCSSCC",
  "homo_lumo_gap_ev": 9.268,
  "multiplicity": 1,
  "species": ["C", "C", "C", "S", "S", "C", "C", "H", "H", "H", "H", "H", "H", "H", "H", "H", "H", "H", "H"],
  "positions_angstrom": [[0.964, 2.243, 0.233], [0.677, 3.222, 1.402], [1.328, 0.718, 0.660], [-0.387, 0.074, 0.806], [-0.022, -1.850, 0.056], [-0.468, -1.924, -1.718], [-1.685, -0.997, -2.079], [1.822, 2.564, -0.361], [0.190, 2.218, -0.565], [-0.010, 2.744, 2.182], [0.234, 4.105, 1.060], [1.647, 3.419, 1.964], [1.992, 0.076, -0.008], [1.556, 0.840, 1.732], [0.500, -1.730, -2.293], [-0.673, -2.979, -2.005], [-2.425, -1.611, -2.644], [-1.273, -0.227, -2.729], [-1.919, -0.579, -1.119]]
}

***

{
  "formula": "C5H12S2",
  "method": "the ωB97M-V functional and the def2-TZVPD basis",
  "de_lowest_kj_mol": 77.45,
  "molar_mass_g_mol": 136.29,
  "smiles": "CCCSSCC",
  "homo_lumo_gap_ev": 9.453,
  "multiplicity": 1,
  "species": ["C", "C", "C", "S", "S", "C", "C", "H", "H", "H", "H", "H", "H", "H", "H", "H", "H", "H", "H"],
  "positions_angstrom": [[-0.920, 2.636, -0.561], [-1.309, 3.255, 0.694], [0.080, 1.593, -0.367], [-0.624, 0.092, 0.383], [1.127, -1.066, 0.609], [1.075, -2.106, -0.910], [0.217, -3.405, -0.671], [-0.611, 3.383, -1.383], [-1.851, 2.104, -0.958], [-1.843, 2.546, 1.421], [-2.101, 3.959, 0.469], [-0.497, 3.692, 1.259], [0.458, 1.112, -1.252], [0.957, 1.943, 0.226], [0.563, -1.395, -1.677], [2.026, -2.477, -1.181], [-0.804, -3.123, -0.162], [0.718, -4.098, -0.032], [0.076, -3.896, -1.716]]
}

***

{
  "formula": "C5H12S2",
  "method": "the ωB97M-V functional and the def2-TZVPD basis",
  "de_lowest_kj_mol": 343.86,
  "molar_mass_g_mol": 136.29,
  "homo_lumo_gap_ev": 6.048,
  "multiplicity": 1,
  "species": ["C", "C", "C", "S", "S", "C", "C", "H", "H", "H", "H", "H", "H", "H", "H", "H", "H", "H", "H"],
  "positions_angstrom": [[-0.578, 2.152, -0.720], [-0.758, 2.159, 0.789], [-0.387, 0.745, -1.356], [-1.631, -0.400, -0.984], [1.662, -0.075, 0.676], [0.408, -1.262, 1.076], [0.495, -2.464, 0.164], [-1.516, 2.467, -1.124], [0.236, 2.797, -1.074], [-0.647, 3.145, 1.231], [-0.015, 1.465, 1.221], [-1.726, 1.719, 1.023], [-0.233, 0.864, -2.434], [0.635, 0.345, -0.998], [0.509, -1.554, 2.127], [-0.513, -0.626, 0.953], [-0.433, -3.004, -0.007], [0.797, -2.014, -0.778], [1.258, -3.160, 0.497]]
}

***

Q: multiplicity of number 3 (C5H12S2)?
A: 1

***

Repeat the second record exactly.
{
  "formula": "C5H12S2",
  "method": "the ωB97M-V functional and the def2-TZVPD basis",
  "de_lowest_kj_mol": 122.03,
  "molar_mass_g_mol": 136.29,
  "smiles": "CCCSSCC",
  "homo_lumo_gap_ev": 9.268,
  "multiplicity": 1,
  "species": ["C", "C", "C", "S", "S", "C", "C", "H", "H", "H", "H", "H", "H", "H", "H", "H", "H", "H", "H"],
  "positions_angstrom": [[0.964, 2.243, 0.233], [0.677, 3.222, 1.402], [1.328, 0.718, 0.660], [-0.387, 0.074, 0.806], [-0.022, -1.850, 0.056], [-0.468, -1.924, -1.718], [-1.685, -0.997, -2.079], [1.822, 2.564, -0.361], [0.190, 2.218, -0.565], [-0.010, 2.744, 2.182], [0.234, 4.105, 1.060], [1.647, 3.419, 1.964], [1.992, 0.076, -0.008], [1.556, 0.840, 1.732], [0.500, -1.730, -2.293], [-0.673, -2.979, -2.005], [-2.425, -1.611, -2.644], [-1.273, -0.227, -2.729], [-1.919, -0.579, -1.119]]
}

***

Q: Number 2 is which compound?
A: C5H12S2